Entry from the OMol25 dataset: 2 unconnected molecules or ions with the total composition CH5IOSi (ωB97M-V with the def2-TZVPD basis set).

## Properties
DFT total energy, Eh: -703.3240
Multiplicity: 3
Highest occupied orbital energy (alpha / beta), eV: -5.737 / -9.852
ΔE to the lowest compared entry with this formula, charge and spin, kcal/mol: 61.94
Orbital gap (alpha / beta), eV: 6.103 / 5.571

Each line ends with the Löwdin charge.
Geometry (Å):
C  0.50734  0.38061  1.87292  -0.270
O  -0.63057  -0.29165  -0.91528  -0.224
Si  0.37524  0.26601  0.01943  0.471
I  -2.07238  -1.37556  -4.51429  0.352
H  -0.21008  0.24596  2.61103  -0.006
H  1.28826  -0.41549  1.95884  0.021
H  0.88621  1.31295  2.33255  0.044
H  -1.91182  -0.62788  -3.05462  -0.349
H  1.76781  0.50506  -0.31057  -0.038